Computed, not measured: a molecular structure, C44H49AsBiClF5N4OSTe, with ωB97M-V/def2-TZVPD.

Geometry as XYZ:
```
108
Properties=species:S:1:pos:R:3:forces:R:3
Bi 0.174 1.256 -0.584 0.48 -0.28 -0.21
F 3.110 -0.055 0.413 0.10 -0.08 0.01
C 2.346 -1.268 0.371 -0.12 0.29 -0.11
F 1.745 -1.281 1.668 0.08 -0.18 0.15
C 3.420 -2.327 0.466 0.16 -0.13 -0.19
F 4.252 -2.314 1.543 -0.08 0.07 0.00
F 4.236 -2.251 -0.620 -0.07 -0.04 0.09
F 2.871 -3.566 0.451 -0.01 0.02 0.05
C 5.449 -1.270 -6.551 -0.02 0.01 -0.01
C 5.280 0.071 -6.228 -0.02 -0.02 0.00
C 4.469 0.433 -5.163 -0.02 0.08 0.02
C 3.810 -0.531 -4.405 0.02 -0.09 0.04
C 3.999 -1.872 -4.730 -0.06 0.05 0.13
C 4.810 -2.241 -5.795 0.01 -0.04 -0.07
As 2.546 -0.133 -2.925 0.20 0.14 -0.58
C 3.354 1.595 -2.462 0.03 0.09 0.01
C 4.682 1.548 -2.037 -0.08 -0.12 0.06
C 5.332 2.688 -1.598 0.00 0.04 -0.01
C 4.659 3.903 -1.561 0.05 0.00 -0.02
C 3.341 3.967 -1.978 0.00 0.02 0.03
C 2.696 2.821 -2.431 -0.07 -0.05 0.00
C 1.113 0.428 -4.168 -0.14 -0.02 0.05
C 1.082 1.584 -4.945 0.08 0.04 -0.02
C 0.010 1.842 -5.789 -0.01 0.03 -0.04
C -1.041 0.942 -5.886 0.00 -0.07 0.02
C -1.010 -0.227 -5.140 -0.02 0.02 -0.06
C 0.058 -0.476 -4.289 0.09 0.04 0.12
H 6.070 -1.553 -7.392 0.03 -0.01 0.03
H 5.778 0.837 -6.811 0.00 0.00 0.01
H 4.352 1.483 -4.921 0.00 0.00 0.01
H 3.507 -2.631 -4.133 0.03 -0.03 -0.03
H 4.943 -3.288 -6.038 -0.01 0.00 0.02
H 5.198 0.594 -2.033 0.06 0.03 0.02
H 6.365 2.631 -1.276 -0.01 -0.03 0.03
H 5.165 4.792 -1.204 -0.02 0.01 0.00
H 2.803 4.907 -1.948 -0.01 -0.01 0.00
H 1.668 2.902 -2.763 0.00 -0.01 0.02
H 1.901 2.291 -4.907 0.00 -0.02 0.02
H -0.002 2.750 -6.381 0.02 0.00 0.01
H -1.874 1.146 -6.547 -0.01 0.01 0.02
H -1.820 -0.943 -5.213 0.00 0.00 0.01
H 0.077 -1.379 -3.692 -0.09 -0.03 0.06
C -1.882 -5.481 2.438 -0.04 0.08 0.04
C -1.860 -4.093 3.098 -0.04 -0.09 0.00
C -0.456 -3.487 2.960 -0.06 -0.02 -0.06
C -2.119 -4.302 4.598 0.00 0.10 -0.08
C -2.975 -3.184 2.462 0.28 0.14 -0.14
O -4.276 -3.666 2.812 -0.08 -0.01 -0.03
C -2.831 -1.688 2.828 -0.13 -0.10 0.13
C -3.388 -1.286 4.216 0.10 0.07 -0.10
C -2.445 -0.468 5.064 -0.03 -0.07 0.03
C -2.179 -0.841 6.378 0.01 0.03 0.02
C -1.344 -0.086 7.188 0.00 -0.01 0.04
C -0.766 1.060 6.672 -0.09 -0.07 -0.10
Cl 0.278 2.021 7.678 0.05 0.04 0.06
C -1.006 1.451 5.366 0.02 0.02 0.03
C -1.842 0.684 4.570 -0.04 0.00 0.08
C -3.079 -3.306 0.920 -0.09 -0.10 0.29
N -1.934 -2.917 0.134 -0.03 0.20 -0.13
C -1.604 -1.704 -0.342 0.00 -0.19 0.09
N -0.517 -1.779 -1.077 -0.40 0.25 -0.03
C -0.210 -3.099 -1.028 0.14 0.11 -0.01
N -1.047 -3.826 -0.324 0.07 -0.15 -0.04
H -1.260 -6.168 3.015 0.01 0.01 0.01
H -1.484 -5.444 1.426 -0.02 -0.04 -0.03
H -2.898 -5.881 2.418 0.01 -0.03 -0.01
H 0.283 -4.234 3.259 0.00 0.00 0.01
H -0.322 -2.619 3.608 0.02 0.00 -0.01
H -0.213 -3.191 1.942 0.04 0.02 0.03
H -1.361 -4.982 4.993 0.01 0.00 -0.01
H -3.093 -4.760 4.785 0.00 -0.01 0.05
H -2.033 -3.369 5.156 0.01 -0.04 0.04
H -4.421 -3.509 3.749 0.00 -0.01 0.01
H -3.365 -1.107 2.073 0.01 -0.01 -0.01
H -1.782 -1.404 2.750 -0.01 0.07 -0.04
H -3.672 -2.160 4.802 -0.04 0.03 0.02
H -4.307 -0.713 4.071 -0.02 -0.02 0.01
H -2.632 -1.738 6.786 -0.02 0.00 -0.01
H -1.145 -0.383 8.209 0.02 0.01 0.00
H -0.547 2.347 4.970 0.00 -0.01 0.03
H -2.015 0.998 3.547 -0.01 -0.04 0.01
H -3.923 -2.683 0.626 0.01 -0.01 -0.03
H -3.321 -4.335 0.667 0.03 0.01 -0.06
H -2.161 -0.804 -0.122 -0.06 -0.04 0.02
H 0.661 -3.513 -1.506 0.00 -0.03 0.02
Te 0.905 1.467 2.113 0.15 0.22 0.41
C 0.125 3.406 2.417 -0.22 -0.13 -0.09
C 0.855 4.559 2.506 0.07 0.02 0.02
C 0.066 5.710 2.776 0.03 0.02 0.02
C -1.258 5.412 2.895 -0.16 -0.17 0.04
S -1.544 3.740 2.653 0.17 0.21 -0.04
H 1.929 4.568 2.380 0.00 0.03 0.00
H 0.465 6.709 2.883 0.01 0.00 -0.01
H -2.079 6.082 3.099 0.03 0.03 -0.02
C -3.641 3.352 -0.584 0.12 -0.04 0.03
C -2.412 2.730 -1.268 -0.09 -0.01 -0.47
C -1.779 3.794 -2.184 -0.01 -0.04 0.11
C -2.893 1.555 -2.141 0.08 0.07 0.13
N -1.469 2.310 -0.256 -0.40 0.00 0.19
H -4.386 3.655 -1.325 -0.02 0.01 0.01
H -3.343 4.227 -0.004 0.00 -0.01 0.03
H -4.091 2.628 0.097 0.00 0.01 0.01
H -2.517 4.220 -2.869 0.02 0.00 -0.03
H -0.969 3.351 -2.772 -0.01 -0.01 -0.02
H -1.360 4.593 -1.569 0.00 0.02 -0.02
H -3.635 1.881 -2.876 0.01 -0.02 -0.02
H -3.350 0.794 -1.503 -0.02 -0.02 -0.03
H -2.052 1.100 -2.672 -0.03 0.00 -0.03
```
Positions in Å, forces in eV/Å.

Results
Highest occupied orbital energy: -4.119 eV
Kohn-Sham gap: 0.233 Ha
Total charge: -1
Max |F|: 0.0123 Eh/bohr